19
Properties=species:S:1:pos:R:3:forces:R:3 method="wB97M-V/def2-TZVPD" total_energy_ev=-8462.40526 e_homo_ev=-8.3 e_lumo_ha=0.030 de_lowest_ev=1.949 gap_ev=9.117 smiles="C=C/C=C/CC.O"
C 1.25759 -1.11399 2.72076 -0.43 0.29 -0.49
C 1.38040 -1.55662 1.46656 -1.50 -0.61 0.90
C 0.88508 -0.87769 0.26088 1.16 0.02 -0.45
C 0.63581 0.41780 0.07405 0.00 -0.36 -0.07
C 0.65395 1.03650 -1.29288 0.05 -0.17 -0.31
C -0.67163 1.67018 -1.70158 0.13 0.45 0.65
H 0.76231 -0.15794 2.86370 0.29 0.08 0.28
H 1.48311 -1.69899 3.60276 0.20 0.00 -0.16
H 1.62804 -2.60796 1.33915 0.48 0.19 -0.17
H 0.95905 -1.48919 -0.63697 0.06 0.08 0.00
H 0.45719 1.06796 0.92441 0.26 0.17 0.03
H 1.07867 0.32957 -2.00869 -0.43 -0.24 -0.07
H 1.41637 1.82465 -1.29499 -0.14 0.15 0.21
H -0.89132 2.31724 -0.84670 -0.45 0.26 -0.29
H -0.61403 2.27250 -2.59699 0.25 0.27 -0.21
H -1.52208 1.01580 -1.84473 0.14 -0.54 0.12
O -2.59969 -0.97439 -0.43381 -0.51 0.15 0.11
H -3.31698 -1.34967 0.09086 0.19 -0.25 0.04
H -2.98183 -0.12577 -0.68577 0.25 0.06 -0.11


19
Properties=species:S:1:pos:R:3:forces:R:3 method="wB97M-V/def2-TZVPD" total_energy_ev=-8460.36574 e_homo_ev=-8.4 e_lumo_ha=0.004 de_lowest_ev=3.988 gap_ev=8.485 smiles="C=C/C=C/CC.O"
C 1.33659 -2.59587 -0.98707 -0.60 0.05 -0.48
C 0.22428 -2.42301 -0.23371 0.95 0.79 1.25
C -0.49754 -1.13736 0.10984 0.57 0.67 -2.09
C -0.53395 -0.06105 -0.78029 -1.03 0.65 3.75
C -1.48796 1.09383 -0.55467 -1.78 1.25 0.94
C -0.92386 2.51284 -0.24910 4.29 -1.22 -1.82
H 1.67515 -1.91139 -1.83230 -0.27 -0.74 1.65
H 1.88349 -3.53558 -0.78224 -0.35 0.55 -0.82
H -0.09606 -3.28946 0.37939 0.40 0.66 -0.16
H -0.87212 -1.02571 1.16541 -0.82 -0.53 -1.55
H 0.31339 0.45414 -1.12834 1.67 -1.03 -2.31
H -2.16527 0.81245 0.28109 0.02 0.17 -0.57
H -2.11750 1.36840 -1.44113 0.24 -1.22 0.42
H -0.32593 2.90226 -1.17084 -0.66 -0.98 1.10
H -1.54161 3.34558 -0.15085 -1.81 0.78 0.81
H -0.12665 2.47881 0.52564 -0.79 0.16 -0.06
O 1.49831 0.38589 2.57535 -4.57 -3.59 -0.57
H 2.24954 0.83562 2.48288 4.81 3.06 -0.33
H 1.50770 -0.21040 1.79095 -0.27 0.52 0.84


19
Properties=species:S:1:pos:R:3:forces:R:3 method="wB97M-V/def2-TZVPD" total_energy_ev=-8462.86618 e_homo_ev=-9.4 e_lumo_ha=0.037 de_lowest_ev=1.488 gap_ev=10.444 smiles="C=CCC.CC=O"
C -1.32710 -1.65443 1.21989 0.14 0.21 -0.12
C -0.88054 -0.40197 1.15064 -0.14 -0.26 0.27
C 0.56043 0.03066 1.13052 0.12 0.19 -0.22
C 1.56903 -1.09568 0.94607 0.05 -0.12 0.02
H -0.65603 -2.50789 1.23864 -0.01 0.11 0.01
H -2.38818 -1.88713 1.21929 0.14 0.14 0.03
H -1.61004 0.40668 1.12561 0.04 -0.07 0.00
H 0.69228 0.76428 0.31572 -0.04 -0.21 0.25
H 0.79290 0.60614 2.04057 -0.12 -0.18 -0.10
H 2.58996 -0.70528 0.88803 -0.14 -0.03 0.03
H 1.52918 -1.80150 1.78132 0.02 0.07 -0.08
H 1.36694 -1.65800 0.02694 0.00 0.11 0.13
C -0.47990 2.03666 -1.69685 -0.04 0.10 0.11
C -0.06887 0.62183 -2.02513 -0.45 -0.37 -0.19
O -0.81782 -0.32466 -1.94672 0.43 0.55 -0.09
H -1.01497 2.04705 -0.74285 0.03 -0.01 -0.14
H -1.17009 2.41245 -2.46136 0.13 -0.13 0.05
H 0.38171 2.70690 -1.64153 -0.09 -0.09 -0.02
H 0.97341 0.47947 -2.37997 -0.07 -0.02 0.07


19
Properties=species:S:1:pos:R:3:forces:R:3 method="wB97M-V/def2-TZVPD" total_energy_ev=-8461.77029 e_homo_ev=-9.7 e_lumo_ha=0.024 de_lowest_ev=2.584 gap_ev=10.385 smiles="CC(C)CCC=O"
C -1.04597 -0.63337 -2.06321 0.52 2.34 0.95
C -0.38944 -0.44075 -0.61063 2.60 -0.84 0.23
C -1.31564 -0.59338 0.59994 -1.49 0.26 1.85
C 0.40493 0.93150 -0.33910 -0.53 -0.09 -0.83
C 1.18246 1.10986 1.03119 0.57 -0.27 2.11
C 1.75289 -0.26897 1.68688 5.58 0.98 -2.50
O 3.02219 -0.40333 1.86238 -5.36 0.81 -0.01
H -2.02981 -0.20245 -2.07640 -0.62 0.83 0.34
H -1.32358 -1.60718 -2.39684 0.81 -1.19 0.14
H -0.50978 -0.05982 -2.86721 -0.10 -0.82 0.81
H 0.45245 -1.19726 -0.52224 -1.07 0.38 -0.27
H -2.24876 -1.18891 0.42860 0.75 0.54 -0.21
H -0.94441 -1.02445 1.62277 0.03 0.62 -2.17
H -1.62335 0.45864 0.89441 -0.12 -1.19 -0.33
H -0.31253 1.70491 -0.61348 -0.59 0.45 1.30
H 1.05897 1.23321 -1.14268 1.04 -0.98 -0.38
H 2.10619 1.82772 1.02168 -1.66 -1.50 -0.53
H 0.56634 1.56076 1.87580 0.20 -0.52 -1.19
H 1.19687 -1.20670 1.60815 -0.55 0.21 0.66


20
Properties=species:S:1:pos:R:3:forces:R:3 method="wB97M-V/def2-TZVPD" total_energy_ev=-10508.97882 e_homo_ev=-9.4 e_lumo_ha=0.019 de_lowest_ev=3.328 gap_ev=9.924 smiles="C=C(C)CCC=O.O"
C 2.14948 -1.97692 0.12561 -0.94 0.18 -0.52
C 1.27473 -0.94063 0.02090 1.05 -0.10 -0.03
C 1.53497 0.14849 -1.07772 -1.37 -2.20 -0.43
C 0.24860 -0.77527 1.17934 1.91 -0.53 -0.33
C -0.97610 0.04639 0.97469 -0.49 2.10 2.06
C -1.95482 -0.46375 -0.03924 -1.38 1.85 2.35
O -2.86502 0.28436 -0.28937 -0.61 0.32 -1.33
H 2.75498 -2.39637 -0.68285 0.17 0.97 0.03
H 2.22490 -2.62479 0.99577 -0.62 0.11 0.10
H 1.77877 1.03361 -0.59582 0.28 1.88 1.22
H 0.68860 0.42581 -1.80587 1.28 -0.88 0.92
H 2.49139 -0.15543 -1.51630 -0.57 0.05 -0.70
H 0.01996 -1.82725 1.44172 -0.40 0.66 0.03
H 0.76659 -0.37598 2.05348 0.21 0.02 -0.01
H -0.91527 1.22746 0.93591 0.60 -2.28 -0.85
H -1.46627 0.12690 2.04121 0.13 -0.94 -1.96
H -2.09880 -1.50176 -0.26117 0.75 -1.12 -0.56
O -1.87672 3.58321 -1.40177 -5.05 0.17 1.46
H -1.14379 3.06022 -1.25353 2.48 -1.80 0.48
H -2.63619 3.10170 -0.84500 2.57 1.53 -1.94


20
Properties=species:S:1:pos:R:3:forces:R:3 method="wB97M-V/def2-TZVPD" total_energy_ev=-10511.23376 e_homo_ev=-9.5 e_lumo_ha=0.029 de_lowest_ev=1.073 gap_ev=10.251 smiles="CC(C)=O.CC(C)=O"
C -0.53015 1.51998 -1.56013 -0.11 0.80 -1.81
C -0.84377 0.05284 -1.64941 0.06 0.30 1.24
C -2.28529 -0.30297 -1.40386 -0.40 -0.75 -0.75
O -0.00557 -0.80740 -1.75873 0.19 -0.05 -0.39
H -0.94810 1.98856 -2.47211 -0.42 -0.20 0.29
H 0.50905 1.80988 -1.70666 0.18 -0.47 0.70
H -1.03340 2.01408 -0.73336 0.17 -0.08 0.22
H -3.00165 0.43118 -1.76680 0.09 0.21 0.18
H -2.45547 -0.50781 -0.34704 0.09 0.23 0.10
H -2.48513 -1.23970 -1.93278 0.01 0.05 0.11
C 1.80376 0.37509 0.69040 -0.66 -0.45 0.14
C 1.07304 -0.09443 1.93996 -0.14 0.09 -0.61
C 1.00806 -1.57866 2.18136 -0.22 0.00 0.38
O 0.50173 0.69635 2.64902 -0.06 0.09 0.32
H 1.23868 1.19867 0.26932 0.26 0.38 0.26
H 1.77165 -0.39819 -0.07775 0.50 -0.09 0.12
H 2.81033 0.67459 0.97637 0.10 -0.01 -0.25
H 1.96033 -2.05973 1.96753 -0.04 -0.10 -0.05
H 0.23261 -1.99695 1.53325 0.20 0.01 -0.23
H 0.67930 -1.77540 3.20141 0.19 0.04 0.03


20
Properties=species:S:1:pos:R:3:forces:R:3 method="wB97M-V/def2-TZVPD" total_energy_ev=-10509.46918 e_homo_ev=-9.4 e_lumo_ha=0.016 de_lowest_ev=2.838 gap_ev=9.892 smiles="C=C(C)/C=C/CO.O"
C -2.43151 -0.21561 -1.51574 -1.98 0.14 -0.40
C -1.89014 0.98421 -1.42047 2.71 -0.38 -0.95
C -2.53649 2.30145 -1.54764 -0.42 1.83 0.41
C -0.36875 1.07782 -1.41200 -1.26 -0.35 0.99
C 0.30126 0.83916 -0.28482 0.44 -0.62 -1.38
C 1.79916 0.98790 -0.20440 -0.71 0.57 0.95
O 2.57524 -0.06756 0.30987 0.16 -1.05 0.15
H -3.50214 -0.23102 -1.74534 0.09 -0.21 0.40
H -1.97322 -1.19315 -1.50677 0.55 0.28 0.10
H -1.98547 3.08264 -0.99484 0.03 -0.53 0.18
H -3.53488 2.34741 -1.13399 -0.42 -0.25 -0.10
H -2.56149 2.78088 -2.53544 -0.03 -0.74 -0.22
H 0.06551 1.35212 -2.36978 0.31 0.12 0.21
H -0.27998 0.51306 0.56580 0.12 0.10 0.38
H 1.90805 1.84869 0.48800 0.53 0.11 -0.73
H 2.18334 1.13229 -1.21757 0.04 0.51 0.32
H 2.22878 -0.47270 1.11833 -0.17 0.47 -0.32
O 1.88152 -4.62749 4.55451 -0.51 0.78 -0.94
H 1.57593 -5.38100 4.04961 0.08 -0.75 0.18
H 1.56056 -3.93262 3.94454 0.42 -0.03 0.76


20
Properties=species:S:1:pos:R:3:forces:R:3 method="wB97M-V/def2-TZVPD" total_energy_ev=-10508.47138 e_homo_ev=-8.6 e_lumo_ha=0.031 de_lowest_ev=3.836 gap_ev=9.447 smiles="CC(C)O/C=C/CO"
C 0.12514 -2.06430 0.76494 -1.38 2.82 0.13
C -0.01710 -1.66742 -0.76303 1.45 -1.06 0.12
C 1.38883 -1.42237 -1.35213 2.25 0.68 0.41
O -0.87879 -0.58851 -1.12690 0.04 0.33 0.91
C -0.81767 0.67420 -0.60370 1.67 -0.13 3.39
C -0.14942 1.31798 0.45308 -2.14 -2.44 -5.41
C -0.43553 2.71832 0.65622 -0.03 1.06 -3.44
O -0.73116 2.92312 1.95960 -4.80 0.00 2.70
H 0.48866 -3.09837 0.84833 -0.16 0.55 0.17
H -0.91832 -1.89570 1.18131 1.10 -0.88 -0.21
H 0.73471 -1.27489 1.36489 -0.58 -1.70 -1.18
H -0.48066 -2.58379 -1.25887 0.47 1.37 0.40
H 1.40787 -0.78272 -2.30816 -0.28 -1.68 0.99
H 2.08205 -0.75179 -0.67763 -1.57 -1.26 -0.74
H 1.96148 -2.43666 -1.37740 -0.98 1.83 -0.52
H -1.64817 1.19224 -0.94633 -1.31 1.01 -1.23
H 0.59159 0.83370 0.92702 2.62 -1.43 1.86
H -1.27884 2.84614 -0.07663 0.21 0.81 0.78
H 0.32581 3.47912 0.27390 -0.49 -1.12 0.88
H -1.75049 2.58168 2.06149 3.91 1.25 0.00